Entry from the Open Molecules 2025 dataset: a molecular structure, C35H48AsO2P3Pd at a distorted geometry (ωB97M-V/def2-TZVPD).

Structure (ORCA input):
```
! wB97M-V def2-TZVPD RIJCOSX def2/J DEFGRID3
* xyz 4 5
P 2.90219 -0.02616 -1.30514
C 3.74685 -0.28039 0.25979
H 4.82155 -0.32997 0.04969
H 3.43068 -1.21569 0.74063
H 3.56205 0.56657 0.92824
C 3.04310 -1.64071 -2.13649
H 2.77254 -1.59353 -3.19272
H 2.43228 -2.40365 -1.64208
H 4.10366 -1.96021 -2.08989
C 3.98037 0.98571 -2.31612
H 4.93013 0.46266 -2.42363
H 4.15759 1.94572 -1.82230
H 3.54661 1.15017 -3.30094
P -0.94017 3.14867 -1.93826
C -0.97621 4.09137 -0.38161
H -1.49001 5.06121 -0.56905
H 0.05616 4.28914 -0.03541
H -1.53079 3.52008 0.38500
C 0.08546 4.20047 -3.01709
H 0.07989 3.81133 -4.04022
H 1.11202 4.19854 -2.61906
H -0.32007 5.22425 -3.00024
C -2.63967 3.32717 -2.59113
H -2.83316 4.39807 -2.77888
H -3.34018 2.94945 -1.82578
H -2.74440 2.74350 -3.52331
P -2.44978 -1.73524 -1.18259
C -3.35575 -2.24856 0.23571
H -3.91930 -3.10722 -0.14268
H -4.05733 -1.48868 0.58535
H -2.69043 -2.56960 1.04276
C -3.55137 -1.36646 -2.52953
H -4.29341 -2.17335 -2.48134
H -3.01674 -1.41315 -3.47884
H -4.03896 -0.39356 -2.41307
C -1.28201 -2.97463 -1.72391
H -1.96444 -3.82516 -1.93222
H -0.57787 -3.25477 -0.91575
H -0.74421 -2.67966 -2.65111
Pd -0.23811 0.95012 -2.24470
C 1.38351 1.27161 -0.99798
O 1.64497 2.18491 -0.24265
C -1.62990 -0.03129 -0.95188
O -2.28549 0.64904 -0.16258
C -1.43790 0.23014 -4.53573
C -0.77435 -0.99335 -4.42129
C 0.61257 -1.03355 -4.28608
C 1.35916 0.12772 -4.48359
C 0.71720 1.36537 -4.59628
C -0.68967 1.40713 -4.69817
H -2.52365 0.27698 -4.63979
H -1.33100 -1.93002 -4.53842
H 1.09530 -2.00312 -4.16697
H 2.43703 0.05165 -4.65752
H 1.32647 2.25692 -4.76682
H -1.18663 2.32224 -5.03575
C 1.07132 3.38158 4.34966
C 2.06619 2.46220 3.97775
C 1.72418 1.30971 3.25332
C 0.39194 1.06116 2.91535
C -0.57933 2.04857 3.16132
C -0.24790 3.18695 3.91626
As -0.16752 -0.57350 1.98444
C 1.27905 -1.87744 2.47894
C 1.38573 -2.92472 1.54847
C 2.30842 -3.93567 1.79710
C 3.14784 -3.87614 2.91256
C 3.02518 -2.82541 3.83007
C 2.06944 -1.82302 3.62330
C -1.48347 -1.20722 3.30537
C -1.26367 -2.22793 4.23244
C -2.23274 -2.51272 5.21079
C -3.42561 -1.78710 5.23314
C -3.67960 -0.81682 4.24789
C -2.71928 -0.53989 3.26801
H 1.32869 4.24785 4.96228
H 3.11372 2.62329 4.26268
H 2.48748 0.58008 2.98472
H -1.58754 1.89882 2.77844
H -1.02937 3.91036 4.16907
H 0.74142 -2.93936 0.66745
H 2.34612 -4.77994 1.10380
H 3.88986 -4.66431 3.07584
H 3.65192 -2.78815 4.71183
H 1.93904 -1.01925 4.35438
H -0.32154 -2.77220 4.19524
H -2.02685 -3.28473 5.95349
H -4.16365 -1.97230 6.01767
H -4.62462 -0.25017 4.23865
H -2.90120 0.19121 2.47767
*
```

Computed properties:
* Kohn-Sham gap (spin up / spin down): 5.7 / 2.8 eV
* LUMO (spin up / spin down): -10.95 / -15.51 eV